{
  "formula": "C37H80NO10PS",
  "method": "ωB97M-V/def2-TZVPD",
  "symbols": ["C", "C", "C", "C", "C", "C", "C", "C", "C", "C", "C", "C", "C", "C", "N", "C", "C", "C", "C", "C", "C", "C", "C", "C", "C", "C", "O", "O", "P", "O", "O", "S", "H", "H", "H", "H", "H", "H", "H", "H", "H", "H", "H", "H", "H", "H", "H", "H", "H", "H", "H", "H", "H", "H", "H", "H", "H", "H", "H", "H", "H", "H", "H", "H", "H", "H", "H", "H", "H", "H", "H", "H", "H", "H", "H", "H", "H", "H", "H", "H", "H", "H", "H", "H", "C", "O", "C", "C", "O", "C", "C", "O", "C", "H", "H", "H", "H", "H", "H", "H", "H", "H", "H", "H", "H", "H", "H", "C", "O", "C", "C", "O", "C", "C", "O", "C", "H", "H", "H", "H", "H", "H", "H", "H", "H", "H", "H", "H", "H", "H"],
  "xyz": [[2.4732, 4.7963, 1.1555], [1.0531, 4.8944, 1.8881], [-0.1934, 5.2160, 0.9223], [0.0868, 4.9942, -0.6420], [-1.2220, 5.4746, -1.4395], [-1.5225, 4.6730, -2.7921], [-1.4107, 3.0778, -2.6737], [-2.6909, 2.3448, -3.3592], [-2.2912, 0.9835, -4.1232], [-1.8020, -0.1272, -3.0782], [-2.9086, -1.2116, -2.6739], [-2.4461, -2.2738, -1.5616], [-1.0510, -1.9468, -0.8542], [-0.5048, -3.1998, 0.0431], [1.0033, -3.0693, 0.0213], [1.6218, -3.4548, 1.3234], [2.3917, -2.2125, 2.0361], [1.4020, -1.0463, 2.5059], [0.5466, -1.4299, 3.8386], [0.4517, -0.1876, 4.8690], [-0.6949, 0.8233, 4.3547], [-1.4353, 1.5856, 5.5584], [-2.8700, 0.9405, 5.8925], [-3.7397, 1.8441, 6.8929], [-4.6304, 2.9681, 6.1477], [1.5793, -3.7858, -1.1153], [1.9275, -4.9939, -1.1237], [1.7366, -3.0989, -2.3867], [2.7142, -1.7060, -2.2018], [3.8985, -1.8556, -0.9845], [1.7991, -0.2638, -2.0088], [3.6983, -1.5200, -3.8955], [3.2603, 4.6654, 1.9924], [2.7838, 5.7529, 0.6036], [2.5500, 3.8550, 0.5143], [0.7873, 3.9686, 2.5037], [1.1267, 5.7830, 2.6238], [-0.5342, 6.3044, 1.0432], [-1.0558, 4.5090, 1.2234], [0.9460, 5.7034, -0.9499], [0.4448, 3.9420, -0.8896], [-2.1038, 5.4130, -0.7213], [-1.0384, 6.5723, -1.7471], [-2.6241, 4.8985, -3.0630], [-0.9120, 5.0145, -3.6962], [-0.4337, 2.6867, -3.1517], [-1.3948, 2.7073, -1.5889], [-3.1782, 3.0424, -4.1169], [-3.4159, 2.0323, -2.5193], [-3.1521, 0.6406, -4.8025], [-1.4155, 1.2103, -4.8430], [-0.8754, -0.6683, -3.5061], [-1.4428, 0.4120, -2.1395], [-3.1626, -1.7887, -3.6428], [-3.8728, -0.6483, -2.3876], [-2.4886, -3.3206, -2.0223], [-3.2460, -2.2401, -0.7277], [-1.1882, -1.0895, -0.0918], [-0.1979, -1.6939, -1.5626], [-0.8179, -4.1788, -0.4522], [-0.9516, -3.0777, 1.0806], [0.8195, -3.8129, 2.0733], [2.3871, -4.2957, 1.2663], [2.8736, -2.6491, 2.9925], [3.2543, -1.8094, 1.4124], [2.0747, -0.1671, 2.8402], [0.7321, -0.6281, 1.6812], [-0.4905, -1.7731, 3.5136], [1.0808, -2.2668, 4.4000], [1.4183, 0.4108, 4.9494], [0.1604, -0.5125, 5.9300], [-0.2154, 1.5618, 3.6194], [-1.4432, 0.1898, 3.7578], [-0.7698, 1.5102, 6.4883], [-1.5423, 2.7022, 5.2877], [-2.6886, -0.0811, 6.3816], [-3.4799, 0.7518, 4.9414], [-3.0815, 2.3695, 7.6755], [-4.4747, 1.1740, 7.4726], [-4.3251, 3.9957, 6.5429], [-4.4539, 2.9872, 5.0106], [-5.7301, 2.7511, 6.3559], [4.1230, -0.9243, -0.7355], [2.1097, 0.1965, -1.1956], [3.0158, 2.7346, -3.0730], [4.1999, 3.4845, -3.2699], [4.4824, 3.7710, -4.6347], [4.9283, 5.2211, -4.8196], [3.9271, 6.2123, -4.5817], [3.4529, 6.3617, -3.2425], [4.4612, 6.9056, -2.2346], [5.5103, 5.9725, -1.9894], [6.8046, 6.5471, -2.0186], [3.2419, 1.6665, -3.1094], [2.6275, 2.9748, -2.0787], [2.2399, 2.9783, -3.8041], [3.6121, 3.5796, -5.2747], [5.2953, 3.1064, -4.9455], [5.2102, 5.3419, -5.8706], [5.8290, 5.4384, -4.2478], [2.9967, 5.4347, -2.8928], [2.6331, 7.0861, -3.3057], [3.9550, 7.0821, -1.2817], [4.8556, 7.8607, -2.5989], [6.8980, 7.3019, -2.8057], [7.5200, 5.7521, -2.2298], [7.0395, 6.9867, -1.0447], [-3.5813, -10.9252, 1.1055], [-3.2217, -9.8987, 0.1993], [-4.3256, -9.1425, -0.2848], [-4.0187, -7.6449, -0.2921], [-3.8731, -7.0353, 0.9916], [-2.7472, -7.4234, 1.7804], [-1.3822, -7.0025, 1.2443], [-1.0556, -7.6967, 0.0442], [-0.5537, -6.8579, -0.9829], [-3.7993, -11.8457, 0.5550], [-2.7291, -11.1062, 1.7651], [-4.4365, -10.6503, 1.7292], [-5.2278, -9.3201, 0.3138], [-4.5193, -9.4702, -1.3117], [-4.8738, -7.1416, -0.7553], [-3.1642, -7.4150, -0.9265], [-2.7812, -8.4918, 1.9962], [-2.8855, -6.9248, 2.7463], [-0.6152, -7.2522, 1.9823], [-1.3745, -5.9176, 1.0910], [-1.0754, -5.8974, -1.0156], [-0.7176, -7.3604, -1.9367], [0.5173, -6.7008, -0.8444]],
  "atomic_forces_ev_per_a": [[0.3863, -0.4378, 1.3203], [-0.1916, 1.1685, -0.0457], [0.1495, -0.6316, -0.4127], [0.1623, 1.2063, 0.1858], [0.9326, -0.0392, -0.6533], [-1.0051, -0.3859, 0.1645], [-0.3999, -0.6123, -0.1521], [0.6186, -0.7926, -0.1617], [0.4560, 0.4368, -0.0419], [0.2932, -0.2929, -0.1325], [-0.0026, 0.3417, -1.0844], [-0.6006, 0.6005, 0.5766], [-0.1106, -0.8160, 0.7976], [-0.9441, 1.4670, -1.9316], [0.5379, -1.1525, -0.2020], [1.1658, 0.2053, 1.8814], [-0.7013, -0.4542, 0.4686], [0.7250, 0.5294, 1.0735], [0.8802, 0.4929, 0.0527], [-1.2301, 0.2988, -0.5665], [0.2791, -0.2569, 0.0674], [-0.1753, 0.0521, -0.4871], [0.2508, 0.1544, 0.5297], [-0.4229, -0.0274, -0.0408], [0.5542, -0.0977, 0.0478], [0.5555, -4.4972, -0.0746], [-1.1982, 5.1011, 0.2602], [0.9522, 1.9466, 4.0111], [1.6497, 1.2343, -3.2903], [-2.8757, 0.8831, -0.6310], [1.5219, -2.5607, 1.4694], [-0.9790, -0.1877, 1.1592], [-1.1263, 0.1634, -1.3198], [-0.7221, -1.5440, 0.5876], [-0.1060, 1.5006, 0.5485], [0.7453, 1.1427, -0.9004], [-0.0955, -1.5256, -0.9479], [0.4029, -1.5939, -0.0777], [1.1361, 1.2904, -0.4690], [-1.1954, -1.2071, 0.4576], [-0.7451, 1.2331, 0.3747], [0.9627, 0.0687, -1.1139], [-0.5677, -1.5863, 0.7181], [1.7131, -0.2359, 0.3614], [-0.6102, -0.2878, 1.4354], [-1.5055, 0.6532, 0.6507], [0.1052, 0.8291, -1.3689], [0.4585, -0.8488, 1.1578], [0.7997, 0.8060, -1.3656], [1.1222, 0.2880, 1.1883], [-1.3206, -0.2609, 1.1212], [-1.4676, 0.7704, 0.6576], [-0.4157, -0.6822, -1.1690], [0.2983, 0.8932, 1.5080], [1.4643, -0.9268, -0.2076], [0.3648, 1.3958, 0.7403], [1.2156, -0.3230, -1.2597], [0.2759, -1.0672, -1.4580], [-1.5232, -0.1800, 0.8041], [0.3275, 1.3225, 0.9803], [1.0305, -0.4848, -1.2218], [1.1388, 0.5520, -1.3411], [-1.1417, 0.9695, -0.4027], [-0.7204, 0.6605, -1.4478], [-1.3177, -0.6197, 0.5716], [-0.9700, -1.2357, -0.6422], [0.8433, -0.7939, 0.9460], [1.2522, 0.3756, 0.7371], [-0.7211, 0.8390, -0.9441], [-1.0218, -1.0718, -0.1464], [0.4575, 0.1426, -1.5597], [-0.7770, -0.9509, 1.0205], [0.8669, 1.0514, 0.8465], [-0.9785, 0.2465, -1.2070], [0.0244, -1.6860, 0.5077], [-0.2343, 1.3466, -0.7202], [0.9236, 0.3379, 1.2210], [-0.7970, -0.9544, -1.1876], [1.2409, 0.9045, -0.8300], [-0.7333, -1.3349, -0.5574], [-0.2812, -0.1637, 1.6971], [1.4590, 0.5798, -0.3940], [0.0371, -0.9772, -0.1953], [-0.5756, -0.2856, -0.5131], [0.3446, -0.1022, 0.2663], [-0.4646, 0.1789, -0.2650], [0.1993, 0.2892, 0.2658], [0.0093, -0.0522, -0.1355], [0.1199, -0.1462, 0.2750], [-0.1859, 0.0407, -0.0282], [0.0559, -0.4804, -0.1566], [0.0830, 0.3739, -0.3561], [-0.1841, -0.2239, 0.1800], [-0.1814, -0.1017, -0.1749], [0.0439, 0.0447, 0.0105], [0.0183, -0.0193, -0.0480], [0.0121, 0.0025, 0.1278], [0.0241, 0.0668, -0.2645], [-0.1828, -0.0030, 0.0146], [-0.0514, -0.1607, 0.2102], [0.2318, -0.0541, 0.1420], [0.1494, 0.0654, -0.0903], [-0.2316, 0.1766, -0.0038], [0.0545, -0.0623, -0.0086], [-0.0264, 0.0402, 0.0468], [-0.0335, -0.0416, 0.0831], [0.1371, 0.1496, -0.0633], [0.3275, -0.0669, -0.2413], [-0.4333, 0.1451, 0.4191], [0.4132, 0.2100, -0.0127], [-0.1269, 0.0107, -0.0763], [0.2233, -0.1839, -0.1059], [-0.0438, 0.0224, 0.1996], [-0.1811, -0.4410, -0.2721], [-0.3491, 0.4729, 0.0047], [0.2058, -0.5414, 0.1137], [-0.1348, -0.0650, 0.1484], [-0.0079, -0.0141, -0.1121], [-0.0447, 0.0234, -0.0558], [0.1179, -0.0237, 0.0218], [-0.2184, 0.1606, -0.0749], [-0.0478, -0.0495, 0.1695], [0.1439, -0.2349, 0.0478], [0.1874, -0.0219, -0.2130], [-0.0307, 0.1198, -0.1436], [-0.0346, 0.1162, 0.2679], [-0.0175, -0.0308, -0.0622], [-0.0380, -0.1040, -0.0096], [0.0233, -0.0704, 0.0302], [-0.1048, 0.1743, -0.0991]],
  "spin_multiplicity": 1,
  "largest_force_ev_per_a": 5.2,
  "homo_energy_ev": -8.91,
  "e_tot_ev": -81748.0651,
  "homo_lumo_gap_ev": 8.61
}